Record 1
C41H42Cl3N8O8PS4Tl as an isolated structure, computed with ωB97M-V/def2-TZVPD.

XYZ file:
```
108
Properties=species:S:1:pos:R:3:forces:R:3:mulliken_charge:R:1
Tl -1.08695 0.08713 -0.27170 -0.5643 0.3241 0.1659 1.660
O -2.02543 3.25996 3.42459 -0.0589 0.0176 0.5714 -0.505
C -1.58268 2.37242 2.55193 0.0441 0.1130 -0.5200 -0.046
O -1.77138 2.45164 1.36289 -0.0715 0.0132 -0.2401 -0.071
C -0.77820 1.28436 3.16849 0.1715 -0.3948 0.3947 0.141
C -0.58769 1.24728 4.54479 -0.0240 0.0787 -0.1517 -0.780
C 0.10343 0.18240 5.08498 0.0209 0.0032 0.1541 -1.122
C 0.54055 -0.82288 4.24701 -0.0133 -0.0251 -0.0720 -1.212
C 0.29046 -0.70940 2.88562 -0.1400 0.3264 0.2068 0.241
N -0.32546 0.33845 2.34400 -0.2675 0.0783 0.2888 0.828
C 0.68189 -1.76760 1.91328 -0.0704 -0.1805 0.0320 0.308
O 0.82991 -3.00611 2.37409 0.1838 -0.1996 -0.0825 -0.505
O 0.84462 -1.52613 0.74793 0.3734 0.1581 -0.1135 0.099
H -2.61039 3.90454 3.00361 0.0387 -0.0436 -0.2286 0.409
H -0.99747 2.02873 5.16584 0.0201 0.0106 -0.0031 0.641
H 0.27280 0.12533 6.15098 0.0097 -0.0227 0.0122 0.507
H 1.05411 -1.68155 4.65810 0.0700 0.0084 -0.0598 0.663
H 0.45097 -3.12781 3.25434 -0.0505 0.1226 0.0082 0.355
O -3.61644 -1.22891 -0.93211 -0.0739 -0.0906 0.0666 -0.558
C -3.70596 -1.37979 0.28060 -0.1413 -0.0649 -0.1295 -0.378
N -2.74690 -0.98428 1.15616 -0.2219 0.0473 0.0864 0.662
S -3.34090 -0.99302 2.69187 0.0614 0.2816 0.1438 1.010
O -3.66469 0.36201 3.08113 -0.0215 -0.0204 0.0285 -0.663
O -2.47689 -1.71204 3.58870 0.0975 -0.2008 -0.0887 -0.688
C -4.83358 -1.88967 2.31823 0.3567 0.1573 -0.3185 0.450
C -5.82289 -2.40035 3.12965 0.0830 0.0424 0.2278 -0.869
C -6.87694 -3.06215 2.50843 0.0582 0.0320 0.0686 -0.601
C -6.92852 -3.18904 1.12516 -0.0154 -0.0032 -0.1113 -0.729
C -5.93380 -2.64873 0.32054 0.0063 0.0664 0.0482 -0.582
C -4.88285 -1.99987 0.94276 -0.1897 -0.1487 0.0047 -0.019
H -5.77466 -2.29719 4.20501 -0.0318 -0.0245 0.0105 0.522
H -7.66652 -3.48813 3.11181 -0.0048 0.0002 0.0214 0.424
H -7.75348 -3.72000 0.67061 -0.0319 0.0083 0.0013 0.455
H -5.95997 -2.72487 -0.75779 0.0031 -0.0360 -0.0168 0.558
S -1.26073 -2.84634 -0.67494 0.0791 -0.1550 -0.1221 -0.106
C -0.16265 -3.50338 -1.73765 -0.3148 -0.1236 0.0408 0.020
N -0.38791 -4.66485 -2.34996 0.1028 -0.0167 -0.0362 -0.138
C 0.66070 -5.24636 -3.16854 0.0805 -0.0978 0.0199 -0.634
C 1.64460 -4.11936 -3.47460 -0.0164 0.3790 0.0479 -0.548
S 1.36216 -2.82602 -2.20651 0.2040 -0.2571 0.0318 0.250
H -1.22782 -5.17842 -2.13454 -0.0469 0.0662 0.0190 0.239
H 0.22391 -5.64397 -4.08463 0.0707 -0.0229 0.0172 0.326
H 1.15333 -6.06060 -2.63039 -0.0231 0.0260 0.0019 0.302
H 1.46130 -3.66311 -4.44484 0.0033 -0.0763 -0.0273 0.364
H 2.67950 -4.44424 -3.40759 -0.0165 -0.0348 -0.0475 0.357
N -0.46002 -0.11483 -2.37729 0.1435 0.0809 -0.3798 -0.590
C -0.98400 -0.65747 -3.29030 0.0795 0.3856 0.0348 0.698
N -1.37393 -1.30801 -4.27828 0.3523 -0.7238 0.0206 -0.684
C -2.27668 -1.07320 -5.19868 -0.3258 0.3425 -0.0663 0.600
N -3.05888 -0.92533 -6.03722 0.0149 -0.0085 0.0533 -0.615
C -1.43319 3.41719 -2.27246 -0.0824 -0.0110 0.0221 -1.144
C -2.76711 3.33172 -1.52895 0.2163 -0.3382 0.0657 -0.801
P -3.19328 1.57277 -1.18636 -0.1040 0.2643 -0.0850 0.498
C -4.63269 1.57429 -0.03661 0.1863 -0.0156 -0.1019 0.206
C -5.46527 2.85328 0.00255 0.0482 -0.0206 -0.0086 -1.651
C -3.82212 0.99688 -2.81758 0.2086 -0.0606 0.1271 -0.133
C -5.17819 1.55517 -3.24400 0.0382 0.0482 0.0201 -1.666
H -1.10770 4.45268 -2.36463 -0.0049 0.0089 -0.0145 0.444
H -1.51694 3.00185 -3.27627 0.0787 -0.0206 -0.0165 0.310
H -0.66161 2.85894 -1.73938 0.0744 0.0598 -0.0525 0.179
H -3.57191 3.76569 -2.12582 -0.0347 0.0204 0.0883 0.603
H -2.70674 3.86288 -0.58199 -0.0490 -0.0023 0.0614 0.430
H -4.25314 1.34797 0.95928 0.0178 -0.0450 0.0423 -0.162
H -5.25519 0.73345 -0.34762 0.0220 -0.0324 0.0224 0.433
H -4.88949 3.70608 0.36171 0.0202 0.0001 -0.0140 0.289
H -6.29870 2.70532 0.68968 -0.0246 0.0427 -0.0206 0.471
H -5.87122 3.10285 -0.97595 -0.0320 0.0462 0.0057 0.353
H -3.88193 -0.08741 -2.76839 0.1211 -0.0014 -0.0665 0.444
H -3.05979 1.26339 -3.55358 0.0153 -0.0465 0.0060 0.390
H -5.97403 1.22293 -2.57756 -0.0135 0.0366 0.0155 0.346
H -5.40701 1.18026 -4.24146 0.0046 -0.0091 -0.0023 0.440
H -5.19108 2.64440 -3.29368 -0.0148 0.0094 0.0197 0.303
Cl 4.57883 -5.33523 -0.24735 -0.0408 -0.1064 -0.0372 -0.220
C 4.83827 -3.62658 -0.21908 -0.0001 0.1162 0.0317 0.356
C 5.55947 -3.02270 -1.23881 -0.0218 0.0493 -0.0479 -1.089
C 5.73205 -1.65043 -1.21248 -0.0559 -0.0232 0.0432 -0.338
C 5.22708 -0.87924 -0.17099 -0.0321 0.1712 0.0384 -0.705
C 5.43955 0.61222 -0.17033 -0.2805 0.2072 -0.0008 1.033
C 4.47113 1.37058 -1.11986 0.3867 -0.2003 0.0625 -1.289
N 3.12895 1.58658 -0.60914 -0.2030 -0.3737 0.1136 0.537
C 2.73276 2.64864 0.16321 -0.1465 0.0707 0.1806 -0.494
C 1.41082 2.45883 0.42458 -0.0652 0.1964 0.0549 -1.362
N 0.98966 1.30541 -0.18465 0.0220 -0.4213 -0.1120 0.985
C 2.05068 0.79197 -0.78195 -0.0217 0.2918 -0.0452 -0.817
O 6.74362 0.91198 -0.62025 0.0298 -0.0633 -0.1922 -0.365
C 7.55153 1.63894 0.30123 0.0219 0.1108 -0.0064 -1.027
C 6.90076 2.91144 0.76665 -0.0098 -0.0777 -0.1839 0.386
C 6.71146 4.00783 -0.02263 -0.1197 0.1812 0.2420 0.556
Cl 7.23615 4.19810 -1.63982 -0.0111 0.0076 -0.0276 -0.173
S 5.84773 5.26705 0.78332 0.1556 -0.3005 -0.0542 -0.197
C 5.72825 4.30939 2.20477 -0.0705 0.1565 -0.0710 -0.574
C 6.32239 3.09876 2.05518 0.0207 0.0526 0.0328 -0.481
C 4.55170 -1.52281 0.85557 0.0844 -0.1041 -0.1633 1.215
Cl 4.01827 -0.60936 2.23377 -0.3367 -0.0521 0.2254 -0.214
C 4.33210 -2.89022 0.83775 -0.0590 -0.0436 -0.0169 -0.905
H 5.98608 -3.61739 -2.03433 -0.0452 -0.0308 -0.0021 0.488
H 6.29552 -1.15206 -1.98981 0.0326 -0.0441 -0.0447 0.526
H 5.28440 0.98598 0.84323 -0.0004 0.0769 -0.0825 0.007
H 4.39276 0.83176 -2.06411 0.0570 0.0783 -0.0437 0.224
H 4.93540 2.33985 -1.29810 -0.1660 0.0040 -0.1142 0.404
H 3.40880 3.43660 0.44837 0.0604 0.0005 -0.0156 0.125
H 0.73173 3.08679 0.97338 0.0114 0.0264 0.0038 0.643
H 2.05356 -0.11836 -1.35578 0.0663 -0.0368 -0.0613 0.602
H 8.46396 1.85258 -0.25403 0.0372 -0.0177 0.1000 0.479
H 7.79619 1.01679 1.16910 0.0059 -0.0131 -0.0486 0.302
H 5.22839 4.70526 3.07285 0.0116 0.0044 0.0428 0.453
H 6.37018 2.35388 2.83677 -0.0133 -0.0187 0.0274 0.463
H 3.77721 -3.37464 1.62733 0.0113 -0.0059 0.0444 0.438
```
Forces are in eV/Å.

Total charge: +1
2S+1: 1
HOMO-LUMO gap, eV: 7.21
HOMO level, eV: -10.52

***

Record 2
C39H49N6O3PRhS3Se as an isolated structure, computed with ωB97M-V/def2-TZVPD.

XYZ file:
```
103
Properties=species:S:1:pos:R:3:forces:R:3:mulliken_charge:R:1
Rh 0.58695 0.78811 -0.28893 0.1628 0.6125 0.1921 -0.500
C -1.89654 -3.82486 -0.69081 -0.0209 0.0139 0.0147 -0.781
N -1.98195 -2.67398 -1.57659 0.0147 0.0058 -0.0429 0.244
C -2.82871 -2.53881 -2.65920 0.0061 -0.0081 -0.0080 -0.955
C -2.59200 -1.34208 -3.20796 -0.0169 0.0367 0.0180 -0.322
N -1.58988 -0.71846 -2.44770 -0.0830 0.1213 0.0975 0.805
C -1.21634 -1.57248 -1.44667 -0.0155 -0.0441 0.0909 0.025
S -0.05290 -1.45854 -0.23615 0.1847 -0.3394 -0.0961 -0.429
C -1.03371 0.53178 -2.83792 0.1937 -0.3535 -0.1057 0.689
C -1.75421 1.31678 -3.71646 0.1017 -0.0114 -0.1592 -1.437
C -1.10589 2.35941 -4.36445 -0.0934 -0.0262 0.0324 -0.547
C 0.23296 2.56771 -4.11899 0.0743 -0.0219 0.0127 -1.310
C 0.82814 1.82550 -3.11619 0.0469 -0.0303 -0.0417 0.226
N 0.21403 0.84433 -2.44190 -0.3307 0.2158 0.3211 0.605
H -2.51736 -4.61671 -1.09963 -0.0102 0.0044 0.0068 0.348
H -2.24364 -3.55555 0.30620 0.0193 0.0035 0.0067 0.286
H -0.86373 -4.16233 -0.62713 -0.0028 -0.0112 -0.0051 0.350
H -3.51269 -3.31636 -2.94771 0.0030 0.0007 -0.0104 0.462
H -3.00106 -0.89795 -4.09305 -0.0285 -0.0247 0.0130 0.535
H -2.79176 1.10392 -3.91709 -0.0002 0.0409 0.0092 0.522
H -1.64862 2.97964 -5.06494 -0.0008 -0.0081 -0.0056 0.472
H 0.80061 3.33526 -4.62314 -0.0043 -0.0019 -0.0057 0.474
H 1.84957 2.01717 -2.83746 -0.0364 0.0680 0.0569 0.280
O 3.68456 -1.76589 4.33391 0.0562 0.0057 -0.0381 -0.577
S 2.44693 -2.13900 3.69167 -0.1291 -0.1594 -0.0358 0.469
O 1.29282 -1.80775 4.89549 0.0567 0.0755 0.0098 -0.690
N 2.09281 -0.91200 2.64267 0.1034 0.1749 0.0253 0.399
C 0.91374 -0.41816 2.50075 0.3242 -0.2354 -0.1513 -0.888
O 0.77634 0.65311 1.75637 -0.5054 0.1348 -0.2074 2.099
C -0.24325 -0.96308 3.25164 0.0242 -0.0659 -0.0255 -0.464
C -1.56213 -0.85102 2.82316 -0.0248 0.0475 -0.0147 0.293
C -2.60299 -1.31376 3.60723 -0.0047 0.0434 -0.0130 -1.328
C -2.33059 -1.87803 4.85014 0.0263 -0.0072 0.0115 -0.657
C -1.02419 -2.03239 5.27946 0.0025 -0.0034 -0.0175 -0.781
C 0.01613 -1.60792 4.46307 -0.0215 -0.0975 -0.0272 1.173
H -1.75872 -0.41095 1.85691 -0.0258 0.1017 -0.0292 -0.127
H -3.62372 -1.22998 3.25764 -0.0051 0.0192 0.0107 0.545
H -3.14107 -2.22348 5.47896 0.0020 0.0005 -0.0025 0.448
H -0.78556 -2.50009 6.22483 -0.0020 0.0097 0.0039 0.529
C 3.84418 1.04651 -1.79067 -0.0860 0.2138 0.0260 -1.694
P 2.94739 0.61679 -0.26166 -0.1730 -0.6300 -0.0139 2.508
C 3.75983 1.59559 1.02163 0.0057 -0.0942 0.0624 -1.671
C 3.57243 -1.07331 -0.03039 -0.0253 -0.0178 -0.1960 0.495
C 4.55182 -1.39149 0.90520 -0.0241 -0.0047 0.0725 -0.759
C 5.03509 -2.68714 0.99421 -0.0217 -0.0265 0.0178 -0.524
C 4.55532 -3.67188 0.14242 -0.0213 -0.0127 -0.0150 -0.633
C 3.59070 -3.35816 -0.80405 0.0115 -0.0224 -0.0069 -0.805
C 3.10298 -2.06312 -0.89014 0.0814 -0.0149 -0.0044 -0.642
H 4.88494 0.75466 -1.65097 0.0052 0.0157 0.0011 0.538
H 3.80395 2.11828 -1.99215 -0.0287 -0.0009 0.0046 0.390
H 3.43880 0.48793 -2.63396 0.0309 -0.0202 0.0008 0.457
H 4.83897 1.48767 0.90500 0.0081 0.0165 0.0117 0.605
H 3.45450 1.22519 2.00021 0.0038 -0.0181 -0.0477 0.300
H 3.47825 2.63783 0.91348 -0.0066 0.0221 -0.0222 0.351
H 4.91322 -0.65141 1.60462 -0.0127 -0.0005 0.0122 0.260
H 5.76983 -2.93204 1.74908 0.0274 0.0182 -0.0058 0.431
H 4.93074 -4.68379 0.21984 -0.0013 -0.0002 -0.0025 0.404
H 3.21536 -4.12285 -1.47203 0.0053 0.0060 -0.0053 0.451
H 2.34139 -1.82599 -1.62193 0.0114 0.0065 -0.0427 0.330
C -4.81847 1.87210 4.53876 -0.0039 -0.0320 -0.0025 -0.894
C -5.07176 3.36598 4.35586 0.0380 -0.0359 -0.0350 -0.419
C -5.22754 3.81088 2.90033 0.0087 -0.0255 -0.0047 -1.139
C -3.94464 3.95047 2.08763 0.0418 -0.0701 0.0551 -0.417
N -3.42637 2.65845 1.60023 0.0925 0.0389 0.0677 0.256
C -2.13264 2.27727 1.44938 -0.0081 0.0019 0.1840 -0.082
S -1.81928 1.42917 -0.02325 0.1316 -0.1149 -0.2738 -0.790
N -1.19617 2.47370 2.34867 -0.2455 -0.1071 0.0029 1.892
C -1.34055 2.98770 3.71303 -0.0120 0.1174 -0.0492 0.927
C -0.62822 2.12650 4.75967 0.0429 0.0808 0.0089 0.013
C 0.79141 2.60368 5.12129 0.0504 -0.0549 0.0099 -0.987
C 1.89603 1.69526 4.59190 0.0193 0.1022 -0.0647 0.002
H -4.73065 1.61624 5.59543 -0.0047 0.0081 0.0006 0.342
H -3.91065 1.53400 4.03858 0.0084 -0.0050 -0.0051 0.042
H -5.64884 1.29340 4.12720 0.0038 0.0021 -0.0013 0.381
H -4.27597 3.95094 4.82953 0.0043 -0.0043 -0.0030 0.245
H -5.98675 3.62890 4.89024 -0.0001 0.0053 0.0065 0.429
H -5.71756 4.78684 2.87499 -0.0006 0.0072 0.0231 0.420
H -5.89994 3.11791 2.38242 -0.0314 0.0459 -0.0267 0.313
H -3.16932 4.46471 2.64645 0.0366 -0.0072 0.0678 0.164
H -4.14132 4.57333 1.21099 -0.0061 -0.0270 -0.0135 0.496
H -3.99370 2.28175 0.85475 -0.0021 0.0031 -0.0067 0.352
H -0.29494 2.05675 2.10854 -0.0664 -0.0500 0.1180 -1.127
H -2.39491 3.04911 3.94205 -0.1627 -0.0819 -0.0225 -1.181
H -0.93493 4.00224 3.73650 -0.1511 -0.0668 0.0370 -0.083
H -0.60337 1.09092 4.41674 -0.0590 0.0730 0.0807 -0.881
H -1.25686 2.12466 5.65214 0.0118 0.0499 0.0086 0.794
H 0.88060 2.68043 6.20631 0.0113 -0.0227 -0.0001 0.366
H 0.94204 3.61827 4.73934 -0.0206 0.0151 0.0219 0.257
H 1.80324 0.68321 4.99065 0.0161 0.0728 0.0354 0.167
H 2.88269 2.06656 4.87035 0.0191 0.0030 0.0365 0.524
H 1.86182 1.62349 3.50105 0.0302 0.1312 0.2043 -0.630
Se 1.13573 3.23918 -0.50123 0.2372 0.0501 -0.0535 0.062
C 0.17101 4.44267 0.62744 -0.0373 0.0128 -0.0003 0.003
C -1.01648 5.00799 0.16993 0.0396 0.0753 -0.0363 -0.168
C -1.62733 6.02334 0.89318 0.0184 -0.0336 -0.0098 -0.742
C -1.06697 6.47096 2.08265 0.0114 -0.0065 0.0137 -0.531
C 0.11404 5.90415 2.54307 0.0210 0.0878 -0.0754 -0.934
C 0.73248 4.89512 1.81790 0.0847 0.0537 -0.0677 0.074
H -1.44028 4.66647 -0.76592 -0.0049 -0.0040 0.0037 0.453
H -2.53764 6.47602 0.51956 0.0071 0.0074 0.0014 0.522
H -1.54159 7.26644 2.64256 0.0092 0.0161 -0.0098 0.436
H 0.56634 6.26165 3.45971 -0.0002 -0.0066 0.0109 0.378
H 1.67040 4.47503 2.16005 -0.0093 -0.0276 0.0257 0.417
```
Forces are in eV/Å.

Total charge: +1
2S+1: 1
HOMO-LUMO gap, eV: 6.81
HOMO level, eV: -10.13
ΔE to the lowest compared entry with this formula, charge and spin, kcal per mole: 13.4